No. 1
Computed, not measured: a molecular structure, HNO2S2, with ωB97M-V/def2-TZVPD.

The frontier orbital gap is 8.451 eV. Its LUMO energy is -0.7 eV. The value obtained for the energy above the lowest of the compared OMol25 structures with the same formula, charge and spin is 36.57 kcal/mol.

Structure (ORCA input):
```
! RIJCOSX wB97M-V def2-TZVPD def2/J DEFGRID3
* xyz 0 1
N 0.67992 0.78428 -0.03502
O 1.74783 0.96808 -0.55382
O -0.78105 -0.23286 1.89728
S -0.53097 -0.95601 -1.00388
S 0.20005 -0.73351 0.98241
H -1.31577 0.17001 -1.28698
*
```

Need the natural (NBO) charges? In units of e they are: number 1, N, carries -0.04; number 2, O, carries -0.27; number 3, O, carries -0.88; number 4, S, carries -0.19; number 5, S, carries 1.18; number 6, H, carries 0.19

***

No. 2
Computed, not measured: C5H8P2 in the gas phase, with ωB97M-V/def2-TZVPD.

The frontier orbital gap is 8.169 eV. Its LUMO energy is -0.1 eV. The value obtained for the energy above the lowest of the compared OMol25 structures with the same formula, charge and spin is 25.51 kcal/mol.

Structure (ORCA input):
```
! RIJCOSX wB97M-V def2-TZVPD def2/J DEFGRID3
* xyz 0 1
H -2.89015 -0.41582 -0.06155
P -2.62407 0.42031 1.05637
C -0.99471 0.35516 0.63365
C 0.06394 0.99809 1.32831
C 1.23731 0.46112 1.00725
C 1.15180 -0.68164 -0.05006
C -0.32115 -0.69823 -0.34078
P -0.82129 -0.02040 -2.01838
H 0.07535 1.77950 1.98495
H 2.25777 0.86085 1.37949
H 1.80993 -0.46184 -0.96409
H 1.55923 -1.61959 0.47753
H -0.69128 -1.75710 -0.30105
H 0.45215 -0.48383 -2.51515
H -0.26483 1.26342 -1.61647
*
```

natural (NBO) atomic charge list, values in e, 6 entries: number 1, H, carries -0.05; number 2, P, carries 0.39; number 3, C, carries -0.35; number 4, C, carries -0.31; number 5, C, carries -0.10; number 6, C, carries -0.47

***

No. 3
Computed, not measured: 2 unconnected molecules or ions with the total composition C24H38N4OP, with ωB97M-V/def2-TZVPD.

The frontier orbital gap is 5.237 eV. Its LUMO energy is -4.2 eV.

Structure (ORCA input):
```
! RIJCOSX wB97M-V def2-TZVPD def2/J DEFGRID3
* xyz 1 1
C 1.39392 -3.92736 8.59020
N 2.51236 -3.00062 8.59051
C 3.78105 -3.37906 8.17486
C 4.61145 -2.34500 8.42823
N 3.84952 -1.33741 9.00436
C 4.43414 -0.09784 9.47701
C 2.54702 -1.72220 9.04881
C 1.44841 -0.94576 9.66098
C 0.07776 -1.14092 9.18709
C -0.96798 -0.83454 10.00990
C -2.20604 -1.60747 9.95166
C -2.83833 -2.03692 11.14649
C -3.91142 -2.92359 11.10476
C -4.41512 -3.35808 9.87203
C -3.83092 -2.90958 8.68147
C -2.72243 -2.06076 8.71632
O 1.70385 -0.16402 10.60274
H 0.52976 -3.50113 9.10170
H 1.12186 -4.18588 7.55916
H 1.69615 -4.85214 9.10092
H 3.97884 -4.35106 7.75900
H 5.67170 -2.24138 8.27403
H 3.68070 0.46319 10.03033
H 5.27799 -0.32980 10.13751
H 4.81081 0.48814 8.63032
H -0.03439 -1.62465 8.21600
H -0.80217 -0.21699 10.89682
H -2.43042 -1.69396 12.10182
H -4.35549 -3.27833 12.03518
H -5.27208 -4.02859 9.84186
H -4.23614 -3.22744 7.71912
H -2.23548 -1.73656 7.78798
C -5.96805 3.10450 9.99042
C -4.75763 2.53383 9.26307
C -4.70989 1.01872 9.44279
C -4.86156 2.85687 7.77147
N -3.53944 3.14078 9.80026
C -3.53133 3.64935 11.15131
C -2.12334 4.11543 11.47037
N -1.30620 3.90431 10.29753
C 0.12924 4.17482 10.36936
C 0.39099 5.25018 11.41521
C 0.61786 4.65558 9.00361
C 0.88359 2.90513 10.75038
P -2.00979 2.85648 9.21362
H -1.61158 1.42276 9.56351
H -5.98064 4.19951 9.95973
H -6.87924 2.74984 9.49504
H -6.01602 2.77052 11.03623
H -3.90906 0.56667 8.84557
H -4.54117 0.75358 10.49633
H -5.66648 0.58487 9.12269
H -4.04721 2.40942 7.18853
H -5.81496 2.46792 7.38920
H -4.85150 3.94253 7.60934
H -4.21522 4.50062 11.24021
H -3.85783 2.89388 11.88246
H -2.14804 5.18131 11.72274
H -1.73426 3.58002 12.35055
H 0.20718 4.88780 12.43643
H 1.44554 5.54475 11.36371
H -0.21144 6.14714 11.23794
H 0.52008 3.88467 8.22966
H 0.05918 5.54520 8.68529
H 1.67709 4.93408 9.08386
H 0.79772 2.11980 9.99114
H 1.94806 3.14329 10.87623
H 0.50710 2.49218 11.69651
*
```

natural (NBO) atomic charge list, values in e, 6 entries: number 1, C, carries -0.43; number 2, N, carries -0.27; number 3, C, carries -0.04; number 4, C, carries -0.02; number 5, N, carries -0.26; number 6, C, carries -0.43

***

No. 4
Computed, not measured: a molecular structure, C31H31N5O2Re, with ωB97M-V/def2-TZVPD.

The frontier orbital gap (alpha / beta) is 5.093 / 6.230 eV. Its LUMO energy (alpha / beta) is -8.3 / -7.2 eV.

Structure (ORCA input):
```
! RIJCOSX wB97M-V def2-TZVPD def2/J DEFGRID3
* xyz 2 2
Re 0.18135 -1.53705 -0.68464
C -1.94951 -3.33346 -1.42694
N -1.86078 -2.12549 -0.54780
C -2.79580 -1.07496 -1.06025
C -2.15005 -2.53302 0.83183
C -3.42701 -2.75362 1.28822
C -3.60229 -3.30786 2.55398
C -2.50042 -3.68139 3.31347
C -1.21675 -3.44436 2.85592
C -1.03597 -2.80709 1.62703
N 0.18369 -2.43610 1.03394
C 1.46645 -2.72095 1.56325
C 1.82732 -2.71819 2.90787
C 3.14316 -2.97723 3.25201
C 4.09319 -3.24074 2.27319
C 3.74791 -3.18570 0.92655
C 2.44529 -2.89935 0.58533
N 1.99920 -2.73916 -0.80659
C 2.93834 -1.86967 -1.58591
C 1.84766 -4.06297 -1.47891
H -2.94647 -3.76894 -1.35291
H -1.75883 -3.03368 -2.45709
H -1.22389 -4.07751 -1.10248
H -3.77676 -1.51180 -1.24207
H -2.87381 -0.27413 -0.33183
H -2.40880 -0.69037 -1.99941
H -4.29082 -2.52393 0.67662
H -4.60358 -3.47940 2.92633
H -2.64263 -4.16301 4.27154
H -0.37401 -3.76496 3.44424
H 1.11212 -2.44870 3.66983
H 3.43268 -2.95846 4.29394
H 5.11448 -3.46552 2.55172
H 4.50312 -3.35625 0.16958
H 3.90655 -2.35406 -1.70662
H 2.51657 -1.68138 -2.57060
H 3.08799 -0.92824 -1.05493
H 2.81687 -4.56144 -1.52798
H 1.16307 -4.68377 -0.90657
H 1.47061 -3.91689 -2.49039
O 0.22330 -0.27017 -2.56071
C -0.01556 0.74017 -1.82863
N -0.04136 2.02885 -2.05738
C -0.19675 2.79506 -0.79303
C -0.33571 1.63101 0.23314
O -0.49049 1.68829 1.41325
N -0.26646 0.44184 -0.51717
C 1.05876 3.63095 -0.51457
C 1.69884 4.27488 -1.56917
C 2.79256 5.09425 -1.33407
C 3.25587 5.28197 -0.04098
C 2.61370 4.65206 1.01278
C 1.51813 3.82969 0.78120
C -1.45977 3.65818 -0.80570
C -1.93596 4.19932 0.38155
C -3.04500 5.03067 0.36817
C -3.68352 5.33311 -0.82676
C -3.20953 4.79596 -2.01083
C -2.10276 3.95627 -2.00088
H 0.20393 2.43783 -2.94358
H 1.33973 4.18590 -2.58847
H 3.27547 5.59463 -2.16351
H 4.10412 5.92771 0.14338
H 2.96131 4.80130 2.02694
H 1.02218 3.35606 1.61802
H -1.43981 3.98194 1.31980
H -3.40808 5.44828 1.29871
H -4.54365 5.98888 -0.83447
H -3.69824 5.02914 -2.94830
H -1.75469 3.54671 -2.94115
*
```

natural (NBO) atomic charge list, values in e, 6 entries: number 1, Re, carries 1.49; number 2, C, carries -0.43; number 3, N, carries -0.40; number 4, C, carries -0.42; number 5, C, carries 0.20; number 6, C, carries -0.23

***

No. 5
Computed, not measured: a gas-phase ion, C6H10N (charge +1), with ωB97M-V/def2-TZVPD.

The frontier orbital gap is 10.899 eV. Its LUMO energy is -3.3 eV. The value obtained for the energy above the lowest of the compared OMol25 structures with the same formula, charge and spin is 51.00 kcal/mol.

Structure (ORCA input):
```
! RIJCOSX wB97M-V def2-TZVPD def2/J DEFGRID3
* xyz 1 1
C -3.10068 -0.13168 -0.10626
C -1.89447 0.19432 -0.04785
C -0.66336 0.51939 -0.11004
C 0.22806 1.64448 0.34910
C 1.45414 0.90792 -0.31236
N 0.58649 -0.33399 -0.58367
C 0.79950 -1.56462 0.29030
H -3.54730 -0.69423 0.68478
H -3.68545 0.35558 -0.92316
H 0.20635 1.96162 1.33660
H -0.03508 2.68499 -0.15577
H 1.79633 1.50290 -1.12627
H 2.26655 0.71463 0.29200
H 0.61554 -0.56751 -1.56614
H 0.61143 -1.35448 1.41395
H 0.00057 -2.34405 0.00382
H 1.81652 -2.01452 0.25727
*
```

natural (NBO) atomic charge list, values in e, 6 entries: number 1, C, carries -0.34; number 2, C, carries 0.04; number 3, C, carries 0.08; number 4, C, carries -0.45; number 5, C, carries -0.20; number 6, N, carries -0.37

***

No. 6
Computed, not measured: a molecular structure, C48H60F6N5O4P2RbSe2, with ωB97M-V/def2-TZVPD.

The frontier orbital gap (alpha / beta) is 5.360 / 5.244 eV. Its LUMO energy (alpha / beta) is 1.2 / 0.4 eV. The value obtained for the energy above the lowest of the compared OMol25 structures with the same formula, charge and spin is 73.73 kcal/mol.

Structure (ORCA input):
```
! RIJCOSX wB97M-V def2-TZVPD def2/J DEFGRID3
* xyz -1 2
Rb 0.16692 0.81675 0.01003
C 7.40677 -0.26751 -0.49986
C 6.31891 0.59599 0.19152
C 4.93313 0.55133 -0.50247
C 4.68717 1.07665 -1.77709
C 5.55518 1.89727 -2.59233
C 5.11892 3.37541 -2.52566
C 3.23724 0.82961 -1.98561
N 2.72115 0.04883 -0.80733
C 3.74373 -0.04577 -0.00661
C 3.56240 -0.66616 1.27301
C 2.51271 -1.37440 1.64902
C 2.51100 -2.03549 2.98630
C 3.56654 -1.79918 4.00185
C 4.65681 -2.92066 3.89378
C 1.31898 -2.65880 3.22821
C 0.69140 -2.54123 1.87401
C -0.57087 -3.06458 1.52244
C -1.21006 -2.85072 0.29418
N -0.83124 -1.97025 -0.67480
C -1.73492 -2.21380 -1.66761
C -1.74354 -1.36024 -2.84611
C -0.73871 -0.51301 -3.28575
N 0.43328 -0.40739 -2.63503
C 1.16887 0.43988 -3.40759
C 2.49669 0.92116 -3.16184
C 0.49708 0.83855 -4.59492
C -0.81784 0.34528 -4.43380
C -1.92875 0.75708 -5.32180
C -1.89251 0.23728 -6.73338
C 0.96160 1.78327 -5.68942
C 1.72307 1.04695 -6.81752
C -2.65203 -3.26690 -1.32201
C -2.31576 -3.70903 -0.12222
C -2.79611 -4.92098 0.61413
C -1.90397 -6.10372 0.10656
C -3.63461 -3.90020 -2.18341
C -4.95881 -3.05614 -2.32765
N 1.26529 -1.71271 1.06332
C 0.95350 -3.40963 4.44947
C 0.93330 -4.98569 4.46239
H 8.34288 -0.34779 0.04722
H 7.48851 0.09304 -1.51957
H 6.96267 -1.27502 -0.66919
H 6.72592 1.64103 0.03894
H 6.13662 0.40148 1.27860
H 5.60811 1.55890 -3.58693
H 6.66613 1.76927 -2.30628
H 4.07590 3.43475 -2.80880
H 5.58019 3.85792 -3.43812
H 5.27053 3.82242 -1.54898
H 4.38864 -0.57146 1.95397
H 3.23211 -1.96326 5.03930
H 3.95457 -0.82553 3.72950
H 4.28101 -3.86183 4.32128
H 5.52195 -2.59013 4.51679
H 4.92188 -3.02344 2.82523
H -0.95427 -3.93720 2.09579
H -2.53996 -1.48916 -3.45245
H 2.88539 1.57503 -3.92228
H -1.97613 1.84909 -5.51301
H -2.86177 0.60799 -4.79404
H -1.22060 0.86522 -7.36395
H -2.88115 0.44551 -7.17396
H -1.69573 -0.81223 -6.82969
H 1.65224 2.41335 -5.10692
H 0.30258 2.51453 -6.08803
H 1.89606 1.61425 -7.70842
H 1.19001 0.24458 -7.19690
H 2.73775 0.64530 -6.50935
H -3.88042 -5.11113 0.40412
H -2.68239 -4.66274 1.71892
H -2.08249 -6.26254 -0.96880
H -2.34707 -7.01666 0.56418
H -0.88075 -5.94128 0.38175
H -3.96260 -4.83413 -1.77380
H -3.18504 -3.94746 -3.18491
H -5.35391 -2.79668 -1.32154
H -5.64848 -3.67389 -2.88713
H -4.79870 -2.14821 -2.91391
H -0.06880 -3.10061 4.79700
H 1.72220 -3.06497 5.21717
H 0.69721 -5.36592 3.50324
H 0.15937 -5.35829 5.19858
H 2.00669 -5.39153 4.69176
Se -3.67705 1.80281 -2.02653
P -3.75788 2.77923 -0.17972
Se -2.60962 4.69302 -0.19429
C -5.39725 3.28112 0.49733
C -5.66546 3.20141 1.86889
C -6.90394 3.54011 2.48285
C -7.82931 4.08639 1.67142
C -7.53866 4.39027 0.31849
C -6.33992 4.00129 -0.27755
C -2.97163 1.79933 1.13392
C -3.44039 0.50444 1.23581
C -3.18605 -0.24810 2.41370
C -2.45587 0.31339 3.43180
C -1.91067 1.61147 3.29731
C -2.15162 2.33281 2.14659
H -4.91540 2.78516 2.47828
H -7.12289 3.34072 3.53438
H -8.76804 4.49706 2.07127
H -8.31017 4.78828 -0.26444
H -6.08662 4.29225 -1.26256
H -3.85901 0.06358 0.31716
H -3.58049 -1.22434 2.50316
H -2.18913 -0.19669 4.39022
H -1.23958 2.11958 3.99147
H -1.71228 3.29813 2.05706
O 1.48534 -0.16474 8.37967
H 1.08397 0.05280 7.49629
H 2.03691 0.64754 8.60989
O 0.68328 0.58338 5.68153
H 0.71873 -0.07811 4.98342
H 1.00467 1.49053 5.32316
O -0.46460 3.38543 -2.49338
H -0.89341 2.65371 -2.82356
H 0.45533 3.17224 -2.61554
F 3.47362 2.29822 3.06180
P 2.08500 3.06770 2.65433
F 2.89682 4.47140 2.45317
F 0.59060 3.74216 2.48489
F 2.30085 2.70858 1.15596
F 1.94739 3.36494 4.30481
F 1.31651 1.62810 2.87071
O -2.66061 6.12680 -2.51241
N -3.24023 5.20890 -2.08552
*
```

Mulliken atomic charge list, values in e, 6 entries: number 1, Rb, carries 1.12; number 2, C, carries -1.12; number 3, C, carries -1.02; number 4, C, carries 0.36; number 5, C, carries 0.53; number 6, C, carries -0.99

***

No. 7
Computed, not measured: 5 unconnected molecules or ions with the total composition C2H12O4, with ωB97M-V/def2-TZVPD.

The frontier orbital gap is 10.056 eV. Its LUMO energy is 0.6 eV. The value obtained for the energy above the lowest of the compared OMol25 structures with the same formula, charge and spin is 29.95 kcal/mol.

Structure (ORCA input):
```
! RIJCOSX wB97M-V def2-TZVPD def2/J DEFGRID3
* xyz 0 1
C -0.76552 1.50244 1.32456
C 0.56758 1.66867 1.40433
H -1.38315 2.29814 0.88307
H -1.28941 0.62432 1.47708
H 1.00628 2.55749 1.08002
H 1.22137 0.85816 1.74737
O 0.86480 0.57789 -1.61154
H 1.51429 0.60000 -2.38383
H 1.31953 -0.01564 -0.89762
O -2.07278 0.06513 -1.34421
H -1.25494 0.47796 -1.59463
H -2.61865 0.14633 -2.19943
O -0.77181 -2.07354 0.37473
H -1.43348 -1.95938 -0.31449
H -1.27290 -2.06241 1.25030
O 2.21919 -1.35554 0.36044
H 1.31502 -1.83736 0.44155
H 2.83459 -2.07267 0.00231
*
```

natural (NBO) atomic charge list, values in e, 6 entries: number 1, C, carries -0.38; number 2, C, carries -0.38; number 3, H, carries 0.19; number 4, H, carries 0.18; number 5, H, carries 0.19; number 6, H, carries 0.20

***

No. 8
Computed, not measured: 2 unconnected molecules or ions with the total composition C11H14N2O, with ωB97M-V/def2-TZVPD.

The frontier orbital gap (alpha / beta) is 7.200 / 7.198 eV. Its LUMO energy (alpha / beta) is -0.9 / -0.9 eV. The value obtained for the energy above the lowest of the compared OMol25 structures with the same formula, charge and spin is 78.81 kcal/mol.

Structure (ORCA input):
```
! RIJCOSX wB97M-V def2-TZVPD def2/J DEFGRID3
* xyz 0 1
C 2.03697 1.65095 0.39558
C 1.22197 0.47423 1.04709
C 0.25357 -0.17421 0.16216
C 0.48973 -1.38773 -0.45408
C -0.39376 -2.34175 -0.95426
C 0.34099 -3.44583 -1.25298
C 1.63084 -3.11283 -0.97949
N 1.73634 -1.87908 -0.46723
C -0.90949 0.57576 -0.05062
C -1.46369 1.66614 0.53341
C -2.46082 2.24277 -0.29992
C -2.59065 1.44737 -1.40004
N -1.73028 0.40519 -1.27893
H 1.58742 2.63391 0.31899
H 2.99938 1.66650 1.03204
H 2.38472 1.38914 -0.64878
H 0.75238 0.80471 1.98430
H 2.03026 -0.25041 1.35841
H -1.46041 -2.26855 -0.95675
H -0.04366 -4.47250 -1.56326
H 2.51816 -3.65963 -1.01966
H -1.09438 2.21743 1.37736
H -2.90279 3.16146 -0.15179
H -3.41891 1.40805 -2.10058
H -1.61343 -0.30551 -1.88461
O -1.35604 0.40649 3.40279
H -1.42019 1.21151 3.91032
H -1.75511 0.55906 2.50464
*
```

natural (NBO) atomic charge list, values in e, 6 entries: number 1, C, carries -0.60; number 2, C, carries -0.47; number 3, C, carries 0.18; number 4, C, carries 0.02; number 5, C, carries -0.25; number 6, C, carries -0.29

***

no.,total energy (eV)
1,-27267.7296
2,-23889.4654
3,-42794.3494
4,-46311.2985
5,-7864.1367
6,-232624.9549
7,-10457.6955
8,-16659.4952